Record 1
# C3H4INO2

A single C3H4INO2 molecule (ωB97M-V with the def2-TZVPD basis set, the Open Molecules 2025 dataset).

Each line ends with the Löwdin charge.
Geometry (Å):
1 I 4.40784 -0.05762 0.01478  0.906
2 O 2.27682 1.86594 -0.02093  -0.073
3 O 1.92261 -1.64869 0.03158  -0.145
4 N 2.39257 -0.32094 -0.18363  -0.522
5 C -0.78239 0.25911 0.29940  0.032
6 C 1.58621 0.86098 -0.09209  -0.495
7 C 0.04720 1.21200 -0.12134  -0.062
8 H 1.66984 -2.22709 -0.70094  0.104
9 H -1.81244 0.37361 0.33297  0.031
10 H -0.21871 -0.74881 0.50095  0.098
11 H 0.10466 2.30380 -0.39216  0.125

Output
ΔE to the lowest compared entry with this formula, charge and spin, kJ/mol: 261.60
Kohn-Sham gap (spin up / spin down), eV: 6.90 / 6.40
Expectation value of S²: 2.0091
Spin multiplicity: 3

***

Record 2
# C4H10N2O

A single C4H10N2O molecule (ωB97M-V with the def2-TZVPD basis set, the Open Molecules 2025 dataset).

Each line ends with the Löwdin charge.
Geometry (Å):
1 O -0.91755 0.14748 2.98386  0.024
2 N -1.53524 1.02768 0.96085  0.162
3 N -0.22029 -0.90648 1.17380  0.033
4 C -0.99686 0.06708 1.76676  -0.622
5 C 0.82965 0.94334 -1.52822  -0.128
6 C 0.00838 -1.23071 -0.24620  -0.170
7 C 1.21525 -0.31956 -0.81079  -0.226
8 H 1.76373 -0.99430 -1.47614  0.094
9 H -2.15083 1.69358 1.40520  0.110
10 H -1.86980 0.67415 0.07627  0.088
11 H 0.38555 0.81540 -2.51194  0.069
12 H -0.90852 -1.24223 -0.83132  0.107
13 H 0.47645 -2.21849 -0.24237  0.103
14 H 0.44741 -1.38211 1.74526  0.128
15 H 0.00837 1.50273 -1.04877  0.053
16 H 1.78414 -0.21046 0.11567  0.104
17 H 1.68014 1.63291 -1.53194  0.073

Output
ΔE to the lowest compared entry with this formula, charge and spin, kJ/mol: 84.26
Kohn-Sham gap, eV: 10.03
SMILES: CCCNC(N)=O

***

Record 3
# C30H30N8O5S3Zr

A molecular structure, C30H30N8O5S3Zr (ωB97M-V with the def2-TZVPD basis set, the Open Molecules 2025 dataset).

Each line ends with the Löwdin charge.
Geometry (Å):
1 Zr -0.28277 1.36257 -0.89950  1.698
2 S 0.62645 -1.53538 -1.32098  0.605
3 S 0.21107 3.43753 0.71764  0.633
4 S 2.31749 3.09529 2.73880  0.900
5 O -2.25273 1.45137 -0.63978  -0.265
6 O 1.63343 -1.68560 -0.29456  -0.292
7 O -0.48537 3.44236 -2.43518  -0.166
8 O -0.62651 -0.88641 -0.84180  -0.419
9 O 3.07478 0.64783 -0.07752  -0.038
10 N -0.52827 0.67338 -3.15101  0.011
11 N 1.21005 -0.70546 -2.49362  -0.099
12 N 0.64325 1.16879 2.11278  -0.037
13 N -0.97331 -6.83664 -3.37267  0.103
14 N 0.43448 -0.83301 -4.70149  0.153
15 N 2.17987 1.42739 -0.77682  -0.085
16 N -0.42672 0.77012 1.29736  -0.123
17 N 0.62691 2.90625 -2.06667  -0.374
18 C -3.03862 0.56423 -0.03236  -0.325
19 C 0.10157 1.95608 6.53785  -0.087
20 C 0.96857 2.32560 5.51874  -0.066
21 C -5.10084 -0.69609 -0.08227  -0.082
22 C -1.58244 -4.65830 -2.53190  -0.023
23 C 0.73997 -5.29454 -2.65665  -0.022
24 C -2.66195 -0.09332 1.16122  -0.107
25 C 0.89243 -0.30151 6.39754  -0.094
26 C 0.96645 2.39190 1.87318  -1.112
27 C 2.26488 4.54423 -2.85934  -0.010
28 C -1.35635 1.14531 -4.08160  -0.088
29 C 2.78999 1.74844 3.84289  -0.426
30 C -1.21605 -3.41791 -2.04482  -0.048
31 C -3.52378 -1.07011 1.67407  -0.035
32 C -4.27651 0.27293 -0.61612  -0.010
33 C -0.39668 -0.35527 -5.61856  -0.111
34 C 2.74547 2.38198 -1.43002  -0.266
35 C 0.12681 -3.12017 -1.86338  -0.290
36 C 0.34290 -0.30101 -3.48177  -0.461
37 C 1.75336 0.06899 5.37540  -0.061
38 C 4.21991 2.59307 -1.39892  0.007
39 C 1.80325 1.38483 4.92656  -0.295
40 C 1.10631 -4.05762 -2.17235  -0.047
41 C 1.84575 3.28762 -2.17653  -0.288
42 C -4.71790 -1.38954 1.06014  -0.092
43 C -1.39803 0.11160 3.39625  0.004
44 C -0.61110 -5.61290 -2.84392  -0.316
45 C 0.06030 0.64258 6.98196  -0.100
46 C -1.32822 0.64171 -5.36503  -0.033
47 C -1.44169 0.26055 1.90584  -0.227
48 H 1.50048 -6.02676 -2.89857  0.113
49 H 4.73538 1.66546 -1.64723  0.094
50 H 4.52120 2.86153 -0.38408  0.097
51 H -1.98759 1.01526 -6.13330  0.104
52 H -1.96992 -2.68475 -1.78906  0.114
53 H 3.72053 2.10699 4.29114  0.083
54 H -0.53506 -0.48791 3.68495  0.089
55 H 0.86561 -1.33123 6.73149  0.101
56 H -0.54639 2.70005 6.98389  0.102
57 H -4.55099 0.81953 -1.50865  0.116
58 H 3.02568 0.87382 3.23809  0.075
59 H -2.30909 -0.31629 3.79894  0.072
60 H -6.04750 -0.91596 -0.56002  0.103
61 H 2.70497 5.24537 -2.14654  0.094
62 H -2.01444 1.94532 -3.76877  0.119
63 H -3.23610 -1.60846 2.56683  0.107
64 H -0.31329 -0.79385 -6.60746  0.111
65 H 4.52190 3.37995 -2.08431  0.074
66 H -0.29726 -7.57792 -3.30343  0.092
67 H 2.38767 -0.67557 4.90757  0.115
68 H -2.63037 -4.89464 -2.67081  0.113
69 H 1.38484 5.00794 -3.30087  0.079
70 H 0.98397 3.34935 5.16633  0.095
71 H 2.99903 4.35612 -3.64430  0.083
72 H -5.35224 -2.16135 1.47435  0.099
73 H 2.15054 -3.81327 -2.02769  0.122
74 H -0.61762 0.35621 7.77574  0.098
75 H 2.60991 -0.20691 0.03331  0.050
76 H -1.92078 -7.13532 -3.21651  0.092
77 H -1.24296 1.09360 3.84789  0.093

Output
ΔE to the lowest compared entry with this formula, charge and spin, kJ/mol: 43.33
Kohn-Sham gap, eV: 7.84

***

Record 4
# C67H72ClF2INO20PSi

8 unconnected molecules or ions with the total composition C67H72ClF2INO20PSi (ωB97M-V with the def2-TZVPD basis set, the Open Molecules 2025 dataset).

Each line ends with the Löwdin charge.
Geometry (Å):
1 I 3.79203 -0.74921 -1.20761  0.895
2 Cl 3.83247 -0.62430 2.63733  0.624
3 P -1.32728 -2.55805 -1.70945  0.857
4 Si -1.67769 2.87961 3.38023  0.594
5 F -0.26014 1.06160 0.76596  0.095
6 F -1.79816 -0.38030 0.34433  0.071
7 O -3.59666 6.64546 2.77825  0.097
8 O 0.27922 -4.43113 -0.66266  -0.123
9 O 3.80064 7.06667 9.32488  0.108
10 O 5.13576 -5.08918 3.14573  0.090
11 O -2.06395 -6.13631 -8.91555  0.087
12 O 0.63138 3.22996 7.51354  0.094
13 O -0.38291 -2.02434 -2.93845  -0.258
14 O -3.26331 -5.10149 -4.31799  0.087
15 O -5.65296 -3.18806 -8.62622  0.111
16 O 2.87143 -6.49912 -1.56829  -0.044
17 O -6.00944 9.41937 -1.03010  0.094
18 O 0.99451 -0.87235 -0.21980  -0.096
19 O 4.19476 -3.72797 -3.59259  0.075
20 O 1.43924 0.96105 -1.34895  -0.049
21 O 9.63809 -5.33316 5.91798  0.110
22 O 3.39408 -1.55816 -8.35304  0.106
23 O -3.33938 11.89008 0.73773  0.098
24 O -2.66246 14.33303 -3.91234  0.110
25 O -1.62973 -4.03436 -2.30086  -0.256
26 O 1.15767 -10.10113 -10.30503  0.114
27 N -0.17708 -3.09408 -0.58099  -0.249
28 C 3.98569 -1.75739 -4.85860  -0.001
29 C -0.72683 1.24486 3.39358  -0.206
30 C -1.01584 -3.52974 3.06264  -0.044
31 C -3.80610 -4.65862 -5.31379  -0.357
32 C 1.55987 6.18984 2.65172  -0.089
33 C 2.49000 3.80658 8.83775  0.020
34 C 3.28654 4.76983 9.29197  0.021
35 C -4.32710 6.72347 0.54340  0.025
36 C 0.33353 -1.17634 1.01499  -0.258
37 C 2.69456 -2.92815 3.30019  -0.124
38 C -0.64214 5.29283 2.15190  -0.086
39 C 0.80168 4.20566 3.76415  -0.105
40 C -4.37588 -2.95124 0.52033  -0.098
41 C 0.42137 -9.19457 -9.98785  -0.384
42 C 1.65307 -4.48151 -1.04644  -0.132
43 C -1.02346 -9.42952 -9.72881  0.025
44 C 6.65852 -6.43283 4.33836  0.024
45 C 3.07417 6.19053 8.91055  -0.387
46 C -4.93324 7.42034 -0.41298  0.024
47 C -4.54892 -3.37520 -5.26703  0.024
48 C -1.32522 -7.04659 -9.23458  -0.362
49 C -3.74268 -5.38603 -6.60122  0.018
50 C -3.18525 12.44398 -0.33105  -0.374
51 C 8.11455 -3.99245 4.72447  0.024
52 C 0.92584 -7.80461 -9.84182  0.024
53 C 3.57124 -2.05196 -7.26105  -0.386
54 C -4.15327 7.28245 1.90985  -0.376
55 C -1.37118 0.09628 2.59151  -0.119
56 C -5.28931 9.34115 1.21050  0.014
57 C -0.42106 4.24595 3.06065  -0.229
58 C -1.43248 -3.06553 1.65260  -0.268
59 C -5.15088 -2.89300 -6.34839  0.025
60 C -0.78286 -0.12373 1.20078  -0.452
61 C 2.28465 -5.75709 -0.49561  -0.361
62 C 1.79071 5.16266 3.57304  -0.091
63 C -3.26286 12.35670 -2.78176  0.028
64 C -2.74196 13.85967 -0.39856  0.020
65 C -4.68174 8.64410 2.16615  0.028
66 C 0.34649 6.26752 1.95000  -0.075
67 C -2.96068 2.98289 2.02259  -0.159
68 C 7.79056 -6.49303 5.03357  0.022
69 C -0.18810 -2.65860 0.80842  -0.167
70 C 1.35425 4.10997 7.93018  -0.385
71 C 3.99891 -3.22937 -4.68154  -0.382
72 C 1.19888 -1.14986 2.27713  -0.142
73 C -2.22860 -4.23294 1.03222  -0.178
74 C -5.09938 -3.62429 -7.64075  -0.375
75 C -2.57251 14.47512 -1.56496  0.021
76 C 1.93927 6.49269 8.00171  0.022
77 C -1.83201 -8.43340 -9.37931  0.024
78 C -2.48725 3.16778 5.03961  -0.154
79 C 1.91529 0.11124 -0.37026  -0.765
80 C -2.81883 13.77215 -2.85057  -0.385
81 C 6.98260 -3.93220 4.02902  0.027
82 C 3.79207 -1.21202 -6.05654  0.028
83 C -3.43169 11.74124 -1.61508  0.027
84 C -5.46274 8.78386 -0.15295  -0.391
85 C 3.32250 -5.47633 0.59963  -0.029
86 C 1.14118 5.52930 7.55026  0.020
87 C -4.34462 -4.90324 -7.68454  0.018
88 C 6.16691 -5.14803 3.78138  -0.367
89 C 8.60864 -5.27761 5.28290  -0.386
90 C 3.57769 -3.52752 -7.07810  0.019
91 C -3.72453 -4.09249 1.28142  -0.246
92 C 0.11608 -6.80951 -9.49170  0.025
93 C 3.77784 -4.07387 -5.88241  0.022
94 C 2.56854 -1.83940 2.24369  -0.688
95 H -0.86828 -2.72117 3.77021  0.064
96 H -1.91922 -5.15618 1.50973  0.114
97 H 0.46036 -5.78946 -9.37862  0.121
98 H 0.97115 3.40347 4.46699  0.091
99 H 0.64620 -1.56062 3.10473  0.100
100 H 6.04607 -7.30413 4.14436  0.123
101 H 3.41564 -4.11999 -7.96951  0.117
102 H -3.48646 3.92580 2.13552  0.012
103 H 2.62562 2.76541 9.10142  0.121
104 H -1.56558 5.34117 1.60580  0.068
105 H -4.31977 -5.40620 -8.63661  0.108
106 H 1.80532 7.53283 7.73360  0.123
107 H 8.72653 -3.12080 4.91770  0.123
108 H -5.70193 -1.96135 -6.34353  0.123
109 H -4.17577 -5.02345 0.95074  0.106
110 H 8.17065 -7.41746 5.44911  0.122
111 H 0.32779 -2.65573 -3.11772  0.044
112 H 2.17208 -3.60486 -0.68167  0.082
113 H -1.36960 -10.44884 -9.84144  0.124
114 H 2.71648 5.08843 4.11549  0.095
115 H -3.75910 10.71298 -1.54577  0.105
116 H -0.14186 -4.16835 3.02259  0.078
117 H 4.12023 4.57276 9.95370  0.122
118 H -3.43957 11.86466 -3.72948  0.124
119 H 2.11553 -3.79487 3.01357  0.065
120 H 1.72139 -4.51679 -2.13082  0.119
121 H -1.37515 -0.80017 3.19043  0.090
122 H 2.07364 1.67412 -1.45635  0.088
123 H -5.45359 -3.06769 0.55784  0.068
124 H 2.16290 0.66857 0.52391  0.094
125 H -3.71119 2.20443 2.06955  0.031
126 H -4.07727 -2.96521 -0.51798  0.049
127 H 2.76805 -2.29556 1.28335  0.047
128 H 0.62320 -3.24339 1.22740  0.130
129 H -2.56826 14.35142 0.55003  0.121
130 H -2.49359 2.97121 1.04578  0.039
131 H -2.41106 0.33337 2.41085  0.102
132 H -3.31764 2.47935 5.15941  0.030
133 H 0.28890 1.45948 3.08981  0.059
134 H 1.38344 -0.11778 2.53723  0.078
135 H -3.93490 5.72722 0.37793  0.113
136 H -5.07086 7.03630 -1.41593  0.123
137 H -3.91378 -4.03176 2.34994  0.104
138 H 2.31700 -2.54277 4.24145  0.086
139 H 4.24697 -5.98450 0.36972  0.080
140 H 3.79234 -5.14505 -5.72396  0.122
141 H -0.66576 0.92876 4.43086  0.084
142 H -2.83533 4.18746 5.14082  0.032
143 H -2.25059 15.50600 -1.63864  0.122
144 H -4.15805 -1.99140 0.97342  0.062
145 H 1.98033 -7.65678 -10.03610  0.122
146 H -2.29219 -3.97810 -3.00362  0.009
147 H 3.62166 -5.99707 -1.89536  0.075
148 H 0.31021 5.72854 6.88482  0.123
149 H -1.79028 2.95097 5.84263  0.018
150 H -4.57298 -2.86627 -4.31075  0.122
151 H 1.52696 -6.41791 -0.09856  0.143
152 H 3.73085 -3.19611 3.40659  0.035
153 H -5.67655 10.33722 1.37591  0.120
154 H 3.78053 -0.14086 -6.21282  0.124
155 H 4.14212 -1.17121 -3.95844  0.009
156 H 3.52939 -4.42010 0.71972  0.059
157 H 2.99560 -5.86475 1.55590  0.071
158 H 2.32857 6.92519 2.48387  0.093
159 H -3.18997 -6.31373 -6.59974  0.114
160 H -2.13366 -2.26022 1.81669  0.100
161 H 6.60200 -3.00715 3.61240  0.119
162 H 0.21490 7.07747 1.25120  0.094
163 H -2.88718 -8.58139 -9.18581  0.123
164 H -1.81585 -4.13055 3.47727  0.078
165 H -4.54060 9.03067 3.16707  0.125
166 H -2.04980 -4.37249 -0.02238  0.073

Output
Kohn-Sham gap, eV: 6.74
SMILES: CCC[C@@H](C)[C@@H](N(OC[C@H](C)O)P(O)O)[C@@](C[C@H](C)Cl)(O[C@H](O)I)C(F)(F)CC[Si](C)(C)c1ccccc1.O=C1C=CC(=O)C=C1.O=C1C=CC(=O)C=C1.O=C1C=CC(=O)C=C1.O=C1C=CC(=O)C=C1.O=C1C=CC(=O)C=C1.O=C1C=CC(=O)C=C1.O=C1C=CC(=O)C=C1

***

Record 5
# C27H31N2O2P2PdS2

A molecular structure, C27H31N2O2P2PdS2 (ωB97M-V with the def2-TZVPD basis set, the Open Molecules 2025 dataset).

Each line ends with the Löwdin charge.
Geometry (Å):
1 Pd -2.12038 1.29001 0.16765  0.029
2 S -1.35500 0.74033 -2.20030  -0.093
3 S -0.46202 -1.12227 -2.44722  0.020
4 P 0.97393 -1.20154 -0.91978  0.711
5 P -4.22069 1.38206 0.68733  0.587
6 O 3.02760 1.93249 -3.86298  -0.066
7 O 4.70651 1.64186 2.90508  -0.060
8 N -0.06421 1.35580 1.42286  0.068
9 N -0.19715 3.57477 -0.30741  0.105
10 C -1.23188 -3.03365 2.71858  -0.110
11 C 1.35516 -3.93719 -1.63240  -0.103
12 C 1.03272 1.90967 0.90019  -0.236
13 C 0.08378 0.60242 2.50753  -0.130
14 C 1.73538 2.51622 -3.97539  -0.208
15 C 3.20851 -2.46481 -2.00623  -0.123
16 C -5.27330 0.11922 -0.15264  -0.306
17 C 0.78733 -2.67076 1.46607  -0.131
18 C -1.30399 -1.86446 0.61087  -0.147
19 C 1.90646 -2.65773 -1.55116  -0.460
20 C 1.31130 0.35036 3.09736  -0.027
21 C 2.08756 -4.99121 -2.15728  -0.093
22 C 0.14335 -3.18914 2.57856  -0.112
23 C 3.81071 0.55046 3.07737  -0.213
24 C 2.45372 0.89372 2.53196  -0.198
25 C 0.81376 2.70341 -0.33603  -0.276
26 C 1.20011 3.01326 -2.66319  -0.235
27 C 0.07170 -2.01097 0.46757  -0.448
28 C 0.18251 3.95264 -2.64095  -0.051
29 C 3.38531 -4.78400 -2.60714  -0.110
30 C 3.94536 -3.51742 -2.53112  -0.106
31 C -5.17266 2.88802 0.20538  -0.317
32 C 1.55439 2.41211 -1.47197  -0.016
33 C -0.48122 4.19370 -1.45004  -0.154
34 C -1.94881 -2.36889 1.73412  -0.096
35 C 2.30438 1.70080 1.41456  0.034
36 C -4.93974 1.17351 2.38270  -0.321
37 H -0.82229 0.15985 2.90407  0.105
38 H -5.01732 3.06690 -0.85932  0.025
39 H 4.18384 -0.33292 2.54429  0.127
40 H -0.13944 4.44389 -3.55143  0.109
41 H -1.30994 4.89372 -1.41871  0.102
42 H -4.60175 0.21771 2.78833  0.015
43 H 3.64522 -1.47404 -1.94276  0.090
44 H 4.95779 -3.34938 -2.87833  0.094
45 H 2.96078 1.00636 -4.10649  0.082
46 H -4.94896 -0.86795 0.18118  0.018
47 H -6.03476 1.19236 2.37370  0.023
48 H 5.60469 1.30304 2.91688  0.082
49 H 0.34400 -4.10224 -1.28132  0.106
50 H 1.86293 -2.78402 1.37067  0.102
51 H -6.24426 2.79191 0.40714  0.025
52 H -1.73753 -3.42836 3.59159  0.091
53 H 3.16206 2.16209 0.94570  0.123
54 H -4.56927 1.96267 3.03806  0.023
55 H -3.01803 -2.22747 1.83799  0.093
56 H -5.09515 0.17565 -1.22666  0.028
57 H 2.31078 1.64073 -1.44570  0.101
58 H 3.72201 0.28672 4.13742  0.116
59 H 3.95783 -5.60870 -3.01384  0.092
60 H -1.87112 -1.33050 -0.14438  0.029
61 H -6.34022 0.24009 0.06141  0.026
62 H 1.64305 -5.97730 -2.21605  0.097
63 H 1.00801 1.77649 -4.32940  0.123
64 H 0.71265 -3.71150 3.33865  0.092
65 H -4.77584 3.74680 0.74875  0.023
66 H 1.36751 -0.28559 3.97220  0.110
67 H 1.77226 3.33019 -4.70615  0.117

Output
ΔE to the lowest compared entry with this formula, charge and spin, kJ/mol: 127.53
Kohn-Sham gap, eV: 5.08
Charge: -1

***

Calculated values (eV/Å) of largest force on an atom for the records, taken in order: 4.5 3.0 0.9 1.1 0.2.